<one>
The following is a DFT calculation (ωB97M-V with the def2-TZVPD basis set) of C23H30KN3O3S2Sb2 as an isolated structure.

CARTESIAN COORDINATES (ANGSTROEM)
N: -3.15711 -0.85263 -3.32426
C: 0.41012 2.93667 3.69262
C: 5.89151 -0.39068 -0.10370
K: -0.69654 -1.89015 -1.19273
C: 6.50698 -1.59570 -0.43537
N: 1.88438 -2.64154 -1.22192
H: 7.58199 -1.68568 -0.34754
C: 4.39582 -2.51786 -0.96670
H: -3.83598 2.18002 0.89693
H: 2.01352 -1.75132 3.35827
H: 4.02089 0.68581 0.04777
H: -0.28242 4.58983 4.86524
C: 1.24288 1.03743 2.30650
O: 3.27251 -3.95010 -2.87310
C: -0.17570 4.17849 3.86985
C: -2.87923 1.70103 1.10530
H: 0.82829 -3.01523 2.97262
H: -3.57561 3.33583 -1.82185
H: 0.76939 2.38820 4.55615
C: -0.89416 -0.44274 4.09384
C: -2.56128 3.50301 -1.45981
H: 6.23156 -3.62393 -1.13345
O: 3.07779 -4.76547 -0.55694
H: -0.77863 4.90705 0.63037
C: -0.60082 4.89591 2.76057
H: -1.95241 3.87569 -2.28305
H: -1.47260 0.47775 4.17322
C: -4.86406 -3.94582 -3.73097
C: 0.15204 2.50217 -0.06782
H: -4.20112 -4.67257 -3.26476
H: -0.08115 -0.41951 4.81953
C: -3.72497 -1.96613 -2.78947
H: -5.75150 -3.83950 -3.11013
Sb: -0.11524 -0.63227 2.10514
C: -3.92333 -1.98589 -5.02995
C: -0.45387 4.34555 1.49929
H: -1.03967 5.87866 2.87551
C: 3.77601 -1.32988 -0.64038
H: 0.35892 3.27557 -0.81004
C: 1.33734 -2.13007 2.59198
H: 1.83702 0.83594 3.19899
Sb: -1.75260 1.65847 -0.71459
C: 5.76256 -2.68406 -0.87545
C: -3.28337 -0.84955 -4.70222
H: 1.90882 -2.41802 1.71107
H: -2.59152 4.24841 -0.66632
C: 0.57157 2.36979 2.42601
S: -3.82201 -2.38790 -1.16446
H: 6.49763 0.43885 0.23647
C: 4.51358 -0.24456 -0.20436
H: -2.34920 2.27656 1.86480
H: -3.05997 0.68919 1.46134
H: -4.20806 -2.37824 -5.98913
H: -2.80010 -0.10178 -2.74481
H: 0.88496 1.70858 -0.18738
S: 3.13233 -3.65785 -1.47175
O: 1.51964 -0.48260 -0.58530
C: 0.10610 3.08082 1.30792
H: -5.14334 -4.28381 -4.72517
H: -2.90225 -0.05556 -5.31726
C: 2.28866 -1.43638 -0.81748
N: -4.19067 -2.66677 -3.85158
H: -1.55021 -1.28377 4.31648
H: 1.89595 0.97419 1.43740

**HOMO-LUMO gap**: 8.143 eV
**Highest occupied orbital energy**: -8.103 eV
**E_LUMO**: 0.040 eV

<two>
The following is a DFT calculation (ωB97M-V with the def2-TZVPD basis set) of C23H30KN3O3S2Sb2 as an isolated structure.

CARTESIAN COORDINATES (ANGSTROEM)
S: -3.85086 -1.57003 -2.32536
H: 0.46398 5.15957 -3.99176
O: 1.92232 2.85722 -1.98483
H: 0.95409 0.88405 0.99716
H: 3.71406 -0.89692 -3.90244
C: -5.02138 -1.53134 1.38299
H: 5.50961 -1.97328 3.50538
C: 4.58258 -1.52840 3.16782
H: -0.57650 -2.05231 3.67931
H: -6.20252 -3.16928 -1.13210
C: 3.32418 0.21666 0.05370
H: -6.00961 -3.78779 0.52811
H: 4.34537 0.42808 -0.26396
Sb: 2.50782 -1.07011 -1.49035
C: 0.87547 0.14770 1.79221
H: 3.52682 -1.88726 5.00682
C: -2.54215 4.71154 -1.53816
H: 0.31582 0.60029 2.61289
O: -2.28222 2.06222 -0.10292
C: 3.66370 -0.20020 -3.06568
H: 2.76182 1.14774 -0.00158
C: -4.35768 -0.35813 1.35349
H: 5.37105 -0.98358 1.25693
C: -0.36888 5.04347 -3.31181
C: -1.52539 3.77852 -1.60417
H: 1.43778 -0.86399 4.20163
H: 3.64185 -3.10133 -0.10691
H: 3.19460 0.72589 -3.39115
H: -3.37001 4.56624 -0.85710
C: -5.49846 -3.33767 -0.31939
C: 3.80577 -2.73149 -1.11779
C: -0.47016 3.95099 -2.47498
H: -2.07215 -2.60215 2.89108
C: 3.32503 -0.38665 1.42777
C: -4.20658 -1.25757 -0.69567
C: -2.45699 5.82616 -2.36420
S: 0.56256 2.52433 -2.31546
H: -4.71503 -4.00251 -0.67830
N: -0.21267 1.86367 -1.07362
H: -3.23253 6.58007 -2.32991
O: 0.37240 1.69728 -3.50255
H: -1.34440 6.86589 -3.87224
H: -4.18123 0.37509 2.11878
H: 4.84546 -2.42119 -1.22097
H: -5.55178 -2.02351 2.17752
C: 2.30250 -0.90559 3.54852
N: -3.87430 -0.20332 0.07220
C: 2.19421 -0.37243 2.26289
K: -0.99629 -0.29658 -2.42406
C: 0.80442 -3.11795 1.18689
H: -1.88793 -0.89692 3.33439
H: 1.23421 -3.37307 0.22085
H: 0.18321 -3.95074 1.52050
C: 4.49840 -0.97697 1.90081
H: 1.60105 -2.95388 1.91288
H: 4.67138 0.00805 -2.70796
C: -1.38556 5.98954 -3.23865
H: -3.23891 0.55507 -0.18555
H: 3.59529 -3.53013 -1.82758
Sb: -0.47932 -1.39821 1.05065
C: 3.47563 -1.48146 4.00457
N: -4.92326 -2.07993 0.11397
C: -1.38901 2.48792 -0.83743
C: -1.36069 -1.77936 2.97389

**HOMO-LUMO gap**: 8.100 eV
**Highest occupied orbital energy**: -7.871 eV
**E_LUMO**: 0.230 eV

Most stable one: <two>, least stable one: <one>.

<one>
The following is a DFT calculation (ωB97M-V with the def2-TZVPD basis set) of a 2-piece molecular cluster, C4H10N2P overall.

CARTESIAN COORDINATES (ANGSTROEM)
N: -0.76256 -0.59013 1.57495
H: 0.22528 -2.31039 -0.87275
C: -1.76686 -1.09941 0.84718
P: 2.24385 3.46206 -1.03408
N: -1.61591 -1.34935 -0.44070
H: 2.86613 2.35092 -0.50413
H: 0.98983 0.57857 1.52284
C: 0.39084 -0.13854 1.04301
H: -2.45098 -1.39717 -1.10572
H: -0.69469 -0.61852 2.63802
C: 0.49514 -0.05978 -0.43836
H: -0.33398 -1.11850 -2.12211
H: -2.71137 -1.05701 1.34474
C: -0.29020 -1.25158 -1.05642
H: 1.65167 -0.02539 -0.79428
H: 1.59366 3.67789 0.18388
H: 0.17017 0.94634 -0.78607

**HOMO-LUMO gap (alpha / beta)**: 7.002 / 7.956 eV
**Highest occupied orbital energy (alpha / beta)**: -11.772 / -12.086 eV
**Total charge**: +1
**E_LUMO (alpha / beta)**: -4.769 / -4.129 eV

<two>
The following is a DFT calculation (ωB97M-V with the def2-TZVPD basis set) of an isolated ion of composition C4H10N2P and charge +1.

CARTESIAN COORDINATES (ANGSTROEM)
N: 1.02056 -0.65578 -0.93492
C: -1.53904 2.36987 -0.27684
C: 1.09460 -1.82740 -0.06340
H: 2.14253 -2.00506 0.04484
C: 0.24632 0.34267 -0.75311
P: -0.26509 1.86455 -1.47631
N: -0.83966 -1.04182 1.07101
H: 1.06075 -1.24519 1.99507
H: 1.67545 -0.58520 -1.67212
H: -0.04031 -2.66709 1.49264
H: 0.82048 2.73433 -1.27412
H: -1.44738 3.41679 -0.17303
H: -1.44869 1.87907 0.64793
H: -1.08642 -0.11985 1.46042
H: -2.42159 2.02564 -0.79086
C: 0.36848 -1.68000 1.27389
H: 0.65902 -2.80553 -0.57108

**HOMO-LUMO gap (alpha / beta)**: 7.122 / 7.121 eV
**Highest occupied orbital energy (alpha / beta)**: -13.187 / -13.187 eV
**Total charge**: +1
**E_LUMO (alpha / beta)**: -6.065 / -6.066 eV

Most stable one: <one>, least stable one: <two>.

<one>
The following is a DFT calculation (ωB97M-V with the def2-TZVPD basis set) of a 2-piece molecular cluster, C2H6Cl2OSi overall.

CARTESIAN COORDINATES (ANGSTROEM)
C: -0.78187 2.11421 -1.31745
Si: -1.78610 -0.15934 -0.13963
Cl: -3.16940 -1.37836 -0.92719
H: -0.28018 -3.34916 1.15181
H: -0.15678 2.29295 -0.40490
H: 0.89617 -2.05472 1.46647
C: -0.12511 -2.26158 1.53687
H: -0.11103 2.36892 -2.09733
H: -0.67516 -2.15600 2.43842
O: -1.17449 0.78546 -1.33659
H: -1.70610 2.75937 -1.57597
Cl: -2.50864 1.09009 1.34351

**HOMO-LUMO gap (alpha / beta)**: 7.876 / 8.398 eV
**Highest occupied orbital energy (alpha / beta)**: -8.159 / -9.173 eV
**E_LUMO (alpha / beta)**: -0.283 / -0.775 eV

<two>
The following is a DFT calculation (ωB97M-V with the def2-TZVPD basis set) of C2H6Cl2OSi as an isolated structure.

CARTESIAN COORDINATES (ANGSTROEM)
Si: 0.04365 0.76380 -0.31192
H: 0.59622 2.03905 1.71788
C: -4.50721 -0.96692 0.20241
H: -0.08959 2.13610 -1.11890
H: -1.07860 1.36270 1.72656
H: 1.28170 -0.13423 -0.68145
H: -1.55605 -0.79692 -0.95473
O: -1.39185 -0.03552 -0.28569
Cl: -4.33752 -0.98873 -1.46809
Cl: -4.22063 0.58692 0.76860
H: 0.45183 0.52000 2.24945
C: -0.01332 1.18986 1.60153

**HOMO-LUMO gap**: 8.654 eV
**Highest occupied orbital energy**: -9.554 eV
**E_LUMO**: -0.900 eV

Most stable one: <one>, least stable one: <two>.

<one>
The following is a DFT calculation (ωB97M-V with the def2-TZVPD basis set) of a 2-piece molecular cluster, C5H5Cl4N overall.

CARTESIAN COORDINATES (ANGSTROEM)
Cl: 2.36300 -2.83947 3.49406
C: 1.98269 -1.11306 3.62720
C: -0.62553 1.45409 -2.47092
C: -1.44893 -0.52203 -1.82428
C: -1.14614 0.18418 -0.69217
C: -0.61882 1.43800 -1.10222
N: -1.11978 0.26004 -2.90018
H: -0.28116 2.23255 -0.45852
H: -1.31754 -0.14503 0.31877
H: -0.31600 2.21790 -3.16291
Cl: 0.54491 -0.75074 2.67435
H: -1.24329 -0.01418 -3.85781
H: -1.81505 -1.52528 -1.95605
Cl: 3.33841 -0.18029 3.00211
Cl: 1.70324 -0.69668 5.30856

**HOMO-LUMO gap**: 8.774 eV
**Highest occupied orbital energy**: -8.354 eV
**E_LUMO**: 0.420 eV

<two>
The following is a DFT calculation (ωB97M-V with the def2-TZVPD basis set) of C5H5Cl4N as an isolated structure.

CARTESIAN COORDINATES (ANGSTROEM)
H: -0.09970 -0.85358 -2.32100
H: 0.84066 -0.74041 0.52666
Cl: -3.47563 2.68207 -1.59323
C: -1.95098 2.54135 -0.86898
C: -0.90237 0.62079 0.73046
C: 0.37776 0.03841 -0.10899
Cl: -0.70984 2.62220 -2.11059
C: -1.66703 0.00467 -1.30553
H: -1.31988 -0.07416 1.46596
H: 1.13980 0.72199 -0.36830
H: -0.76159 1.63462 1.22309
Cl: -1.64805 3.64986 0.37784
C: -0.39600 -0.28173 -1.43263
N: -1.98698 0.80659 -0.20839
Cl: -3.01235 -0.27284 -2.42893

**HOMO-LUMO gap**: 9.344 eV
**Highest occupied orbital energy**: -8.905 eV
**E_LUMO**: 0.439 eV

Most stable one: <one>, least stable one: <two>.